Entry 1:
Entry from the Open Molecules 2025 dataset: a molecular structure, C8H15ClI2LaN2OPS (ωB97M-V/def2-TZVPD).

Structure (XYZ):
```
32
Properties=species:S:1:pos:R:3:forces:R:3
I 6.1482 1.1073 -1.8293 0.02 -0.39 -0.01
I 6.1487 -1.5789 -1.8512 -0.05 0.43 0.01
La -0.0507 -0.0038 0.1078 -9.68 -0.39 10.03
P -0.8279 0.0247 -2.2516 -1.88 -0.25 -5.20
C 0.4168 0.0477 -3.5390 0.49 0.01 -0.49
C -1.8709 -1.4062 -2.5835 -0.17 -0.44 0.07
H -2.6828 1.4878 -1.7987 0.10 -0.02 -0.25
H -2.3023 1.3902 -3.5508 0.03 0.10 0.08
H -1.2927 2.3844 -2.4549 -0.16 -0.11 -0.14
C -1.8797 1.4614 -2.5446 -0.10 0.43 0.25
H -2.6708 -1.4609 -1.8355 0.10 0.03 -0.24
H -2.2986 -1.3075 -3.5854 0.01 -0.13 0.08
H -0.0795 0.0576 -4.5116 0.20 0.01 -0.08
H 1.0608 -0.8377 -3.4637 -0.16 0.13 -0.13
H -1.2773 -2.3272 -2.5244 -0.16 0.12 -0.12
H 1.0529 0.9367 -3.4418 -0.15 -0.12 -0.14
C 1.8349 0.0185 -0.5504 14.35 0.21 -5.86
O 2.8943 0.0262 -0.8678 1.56 -0.11 -0.20
Cl -2.3290 -0.0207 0.6985 -5.22 0.27 0.95
C -0.6290 -2.5863 4.9593 0.04 0.02 -0.13
N -0.2874 -1.2507 4.3980 0.13 -0.01 -0.63
C -0.3306 -0.0590 5.0741 0.20 0.90 -0.26
C 0.0542 0.9250 4.2298 -0.28 -0.19 0.62
N 0.3438 0.3457 3.0120 0.01 0.03 0.17
C 0.1218 -0.9973 3.1365 -0.07 0.68 0.85
S 0.3176 -2.0928 1.9273 0.64 -1.91 -1.73
H -1.4608 -3.0191 4.3875 0.31 0.16 0.16
H 0.2523 -3.2385 4.8990 -0.29 0.22 -0.02
H -0.9284 -2.4785 6.0149 0.19 0.17 -0.58
H -0.6248 0.0308 6.0966 -0.08 -0.10 0.31
H 0.1375 1.9588 4.4092 0.10 0.89 0.13
H 0.6707 0.8481 2.1591 -0.02 -0.61 2.48
```
Forces are in eV/Å.

lowest unoccupied orbital energy	-9.222	eV
Kohn-Sham gap	4.494	eV
HOMO	-0.5041	Eh
net charge	+2

Entry 2:
Entry from the Open Molecules 2025 dataset: a molecular structure, C8H15FeNO3SSi (ωB97M-V/def2-TZVPD).

Structure (XYZ):
```
30
Properties=species:S:1:pos:R:3:forces:R:3
C 3.5296 -1.0133 0.4136 -0.93 1.57 0.93
C 2.7387 -0.4963 -0.9257 0.33 -3.65 -1.49
O 2.3518 -1.4573 -1.8067 0.89 3.31 5.12
O 2.4497 0.8969 -1.2971 -0.38 -3.23 2.30
C 1.7611 1.6348 -0.2280 -0.90 3.13 1.83
C 0.1917 1.9996 -0.5291 -0.16 0.73 -0.09
C -0.7805 1.7867 0.8110 1.57 1.30 0.15
Si -1.4813 0.0016 0.9841 -1.43 1.08 -2.16
C -1.9874 -0.6300 -0.7750 -0.57 -0.25 0.07
C -3.4623 -1.4172 -0.7323 0.95 -0.48 -1.07
O -3.8190 -1.6497 -2.1714 1.89 -0.36 1.68
N -0.1684 -1.0323 1.7363 -1.65 1.91 8.87
C -0.3723 -0.8204 3.1049 3.14 -2.47 -2.68
S -0.1374 -0.8837 4.8219 -1.14 0.40 -5.53
H 2.7363 -1.6132 1.0739 1.73 1.09 -1.74
H 3.8052 -0.0599 1.0700 -0.33 -2.10 -1.56
H 4.4840 -1.6657 0.2066 -2.12 1.36 0.01
H 1.8069 1.1401 0.8311 0.30 0.38 -2.25
H 2.3303 2.6792 -0.1279 -1.07 -2.49 -0.28
H 0.1149 3.1626 -0.7829 0.25 -2.67 0.37
H -0.1718 1.3963 -1.4634 0.55 1.13 1.81
H -1.6744 2.5676 0.8070 1.78 -1.79 -0.05
H -0.1194 2.0229 1.7731 -1.44 -0.26 -1.94
H -2.6331 0.0271 1.9209 0.29 -0.11 0.07
H -2.0904 0.3459 -1.4500 0.21 -2.24 1.30
H -1.1452 -1.3506 -1.1567 -1.63 1.36 0.39
H -4.2887 -0.7531 -0.2120 1.68 -1.49 -1.34
H -3.3468 -2.4795 -0.2045 -0.29 2.43 -0.86
H -3.0332 -2.1403 -2.5931 -1.84 0.98 1.03
Fe 2.4113 -0.1987 -3.0987 0.31 1.45 -2.91
```
Forces are in eV/Å.

lowest unoccupied orbital energy (alpha / beta)	-8.778 / -11.733	eV
Kohn-Sham gap (alpha / beta)	6.785 / 3.029	eV
HOMO (alpha / beta)	-0.5719 / -0.5425	Eh
2S+1	5
net charge	+2
<S²>	6.1814

Entry 3:
Entry from the Open Molecules 2025 dataset: a molecular structure, C8H15K2N2O7S (ωB97M-V/def2-TZVPD).

Structure (XYZ):
```
35
Properties=species:S:1:pos:R:3:forces:R:3
K 0.3872 2.0095 2.8864 2.50 3.44 6.26
K -2.3367 2.5536 2.3119 -6.51 0.35 3.09
C -0.6950 1.7480 0.1460 -0.74 2.78 1.58
O -0.6805 2.5496 1.3216 2.11 0.66 -8.10
H -0.7761 0.6858 0.3767 -1.39 2.42 -0.47
H -1.4812 2.0448 -0.5482 -0.67 0.06 -0.26
H 0.1787 1.9293 -0.4800 -0.17 -0.05 3.91
C -1.0317 -2.3323 -1.2699 -0.06 -0.05 0.90
N -1.0017 -1.6325 0.0638 -2.20 -4.74 -1.58
O -1.5992 -2.1643 0.9813 -0.51 0.35 -0.11
O -0.3302 -0.6587 0.1817 -5.83 -5.57 -4.96
H -2.0399 -2.5964 -1.5892 -0.24 0.34 0.65
H -0.5458 -3.2912 -1.0895 0.54 0.26 -0.39
H -0.6905 -1.6086 -2.0101 0.34 -1.27 0.99
C 1.1537 0.0023 -1.9306 1.05 1.38 0.71
C 0.5384 1.3467 -2.3289 1.09 -0.45 -0.97
O -0.5261 0.9399 -3.1641 -0.48 -1.00 -1.20
S -0.1131 -0.4411 -4.0210 -1.35 1.96 -0.71
O 0.1254 -0.0765 -5.4360 -0.30 -1.63 4.06
O -1.1526 -1.3956 -3.5830 2.19 1.91 -3.06
O 1.2615 -0.6638 -3.1541 -0.84 -1.24 -2.67
H 0.5943 -0.5834 -1.2012 0.65 0.72 -1.22
H 2.1641 0.1438 -1.5468 0.15 -0.09 -0.13
H 1.2239 1.9740 -2.8987 0.34 -0.22 -0.16
H 0.2238 1.9188 -1.4560 -0.06 -0.40 -3.75
N 0.1727 -0.6220 3.8641 1.27 1.11 1.13
C 1.5084 -0.1880 3.8221 -0.92 -0.94 -0.87
C 1.7593 0.1834 2.5060 0.56 -3.16 1.06
C 0.5648 -0.0298 1.7472 3.22 -0.31 4.57
C -0.4412 -0.4961 2.6607 2.13 0.61 -1.20
H -0.2898 -0.8357 4.7362 -0.01 -0.19 -0.20
H 2.1427 -0.2294 4.6953 -0.10 -0.09 -0.06
H 2.7633 0.4073 2.1769 -0.17 0.30 -0.31
H 0.4612 0.1236 0.6832 4.10 2.81 3.48
H -1.4925 -0.7150 2.5461 0.32 -0.08 -0.02
```
Forces are in eV/Å.

lowest unoccupied orbital energy	-3.488	eV
Kohn-Sham gap	8.211	eV
HOMO	-0.4299	Eh
net charge	+1

Entry 4:
Entry from the Open Molecules 2025 dataset: a molecular structure, C8H15Li3N4O9 (ωB97M-V/def2-TZVPD).

Structure (XYZ):
```
39
Properties=species:S:1:pos:R:3:forces:R:3
Li -5.5466 -4.7246 -23.4147 -0.67 -0.25 0.42
Li -4.1964 -2.1423 -23.5223 -0.38 -0.45 0.28
Li -7.7101 -2.1645 -23.0335 -0.87 -0.16 -0.53
C -7.1261 -6.3948 -20.0706 1.96 1.46 -3.50
C -6.3999 -7.1734 -19.1754 -3.21 -0.60 5.66
C -4.8985 -7.4775 -19.3293 1.24 -4.07 4.10
O -4.1542 -8.2024 -18.5106 -3.05 2.12 -1.53
C -4.2520 -7.0860 -20.4278 0.15 3.19 -4.31
C -4.8780 -6.0958 -21.3310 -2.10 -0.57 2.12
C -6.4933 -5.9539 -21.2955 1.78 -2.55 2.60
O -7.0741 -5.6094 -22.3108 -0.06 1.44 -2.14
O -4.1997 -5.3142 -21.9937 -0.19 0.50 -1.45
O -7.1137 -7.4912 -18.1213 3.56 0.14 -3.15
H -8.1580 -6.1014 -19.9458 -0.04 -0.43 0.39
H -3.2317 -7.2352 -20.7490 0.23 -0.60 0.77
O -5.9761 -2.8555 -23.3860 1.43 0.20 0.27
H -5.9084 -2.8702 -22.4114 -0.13 -0.08 -0.38
O -3.7123 -1.8515 -21.6926 0.07 0.25 -0.44
H -3.6219 -0.9630 -21.3481 0.18 0.35 0.19
H -4.0328 -2.3650 -20.9510 -0.02 -0.49 0.25
O -8.8135 -3.5585 -22.2098 -0.18 0.72 0.21
H -9.2827 -3.3659 -21.3981 -0.24 0.20 0.19
H -8.7529 -4.5135 -22.2312 0.47 -0.54 -0.26
C -8.1468 -1.7181 -25.9205 -0.29 0.59 -2.68
O -8.6688 -2.1225 -24.9523 -1.49 -1.67 5.92
N -6.8940 -1.9296 -26.2292 3.98 -0.80 0.07
N -8.8640 -1.1452 -26.8406 -2.04 2.48 -3.42
H -6.3618 -1.4854 -26.9638 -0.42 -0.07 0.16
H -6.4024 -2.4228 -25.4977 0.17 0.05 -0.25
H -8.5245 -0.9435 -27.7702 0.05 -0.02 0.29
H -9.8009 -0.8172 -26.6545 0.23 -0.38 0.22
C -6.7617 0.2485 -21.6262 -0.10 0.05 -0.13
O -7.5359 -0.6628 -21.7896 -1.18 -1.81 0.14
N -6.6623 1.0132 -20.5756 -0.50 1.43 2.58
N -5.8722 0.5744 -22.5487 2.68 0.04 -3.05
H -6.0238 1.7943 -20.6223 -0.38 -0.13 0.54
H -7.3471 0.9372 -19.8371 0.12 0.26 -0.10
H -5.2718 1.3860 -22.5180 -0.22 -0.14 0.23
H -5.4967 -0.2056 -23.0691 -0.56 0.33 -0.28
```
Forces are in eV/Å.

lowest unoccupied orbital energy (alpha / beta)	-4.109 / -4.761	eV
Kohn-Sham gap (alpha / beta)	6.772 / 5.329	eV
HOMO (alpha / beta)	-0.3999 / -0.3708	Eh
2S+1	2
net charge	+1
<S²>	0.8643

Entry 5:
Entry from the Open Molecules 2025 dataset: a single C8H15N molecule (ωB97M-V/def2-TZVPD).

Structure (XYZ):
```
24
Properties=species:S:1:pos:R:3:forces:R:3
C -2.7089 0.0465 0.3284 -0.77 -1.52 -0.12
C -1.4483 0.3563 -0.4253 1.29 0.27 0.13
C -0.1250 0.6532 0.3701 1.18 1.02 -1.17
C 0.4938 1.9083 -0.3652 -0.59 1.14 2.49
C 0.9589 0.1040 1.3694 -0.92 -0.66 -1.10
C 2.0221 -0.4576 0.3016 -0.80 -0.36 0.31
C 1.2313 -0.6666 -1.0814 0.52 0.19 -0.15
C -0.2331 -0.5745 -0.5388 0.55 0.22 -0.38
N -0.5785 -1.8285 0.0881 0.32 -0.62 0.09
H -2.4285 -0.6139 1.1701 -0.38 0.35 -0.38
H -3.5048 -0.5124 -0.2884 1.03 1.00 0.81
H -3.1082 0.9834 0.7576 0.01 -0.44 -0.42
H -1.5680 0.9914 -1.3140 0.03 0.28 0.79
H 1.4819 2.2698 0.0135 -0.41 -0.87 -0.54
H -0.1408 2.7926 -0.0998 0.16 -0.67 -0.12
H 0.4377 1.8701 -1.4178 0.29 -0.22 -1.27
H 1.4282 0.8136 2.0401 -0.21 0.22 0.13
H 0.5214 -0.7399 1.9069 0.27 0.22 0.24
H 2.8610 0.2301 0.2018 -0.06 0.00 -0.17
H 2.4359 -1.4128 0.6685 -0.11 0.33 -0.13
H 1.5788 0.1239 -1.7870 -0.56 -0.75 0.41
H 1.4815 -1.6706 -1.5071 -0.33 0.83 0.14
H 0.2402 -2.4683 0.1130 -1.11 0.49 -0.12
H -1.3287 -2.1981 -0.5044 0.59 -0.43 0.54
```
Forces are in eV/Å.

lowest unoccupied orbital energy	1.007	eV
Kohn-Sham gap	8.732	eV
HOMO	-0.2839	Eh
SMILES	C[C@H]1[C@]2(C)CCC[C@]12N

Entry 6:
Entry from the Open Molecules 2025 dataset: a single C8H15N molecule (ωB97M-V/def2-TZVPD).

Structure (XYZ):
```
24
Properties=species:S:1:pos:R:3:forces:R:3
C -1.8988 0.1262 -2.1834 0.32 0.15 0.41
C -0.9938 -0.6965 -1.6734 2.85 0.74 0.38
C -0.8626 -2.1385 -2.0456 0.29 0.05 -0.03
N 0.3488 -0.0320 -0.7224 -4.01 -3.06 -5.07
C -0.3257 0.4587 0.3560 4.24 3.05 4.09
C -0.9454 -0.4306 1.4064 -0.12 0.20 -0.22
C 1.2594 1.2194 1.0435 -3.18 -0.36 0.01
C 1.4547 2.4962 0.7675 0.00 0.12 0.07
C 2.1385 0.3885 1.9172 -0.24 -0.04 0.14
H -2.5498 -0.1764 -2.9974 -0.17 -0.29 0.36
H -2.0139 1.1472 -1.8469 0.27 0.16 -0.13
H -1.0214 -2.7878 -1.1811 0.01 0.04 0.01
H -1.5801 -2.4208 -2.8219 -0.01 0.11 0.13
H 0.1368 -2.3482 -2.4336 0.04 -0.01 0.04
H 0.9315 -0.8292 -0.4817 -0.25 -0.19 0.04
H -0.9283 1.3339 0.1159 0.04 -0.11 0.00
H -1.9447 -0.7257 1.0860 -0.08 -0.19 0.03
H -1.0353 0.1226 2.3416 -0.07 -0.05 0.03
H -0.3418 -1.3199 1.5819 0.03 -0.07 -0.01
H 0.8302 3.0339 0.0659 -0.22 0.04 0.12
H 2.2348 3.0789 1.2507 0.28 -0.17 -0.26
H 2.5421 -0.4674 1.3723 0.05 -0.04 -0.01
H 1.5861 -0.0034 2.7741 -0.02 -0.07 0.00
H 2.9787 0.9708 2.3087 -0.06 -0.02 -0.15
```
Forces are in eV/Å.

lowest unoccupied orbital energy	0.948	eV
Kohn-Sham gap	9.141	eV
HOMO	-0.3011	Eh
SMILES	C=C(C)N[C@@H](C)C(=C)C

| no. | calculated total energy (eV) | F_max (eV/Å) |
| --- | --- | --- |
| 1 | -63254.8093 | 15.51 |
| 2 | -69245.8764 | 9.23 |
| 3 | -69315.6751 | 9.47 |
| 4 | -33540.4369 | 6.53 |
| 5 | -10025.8212 | 2.80 |
| 6 | -10025.5215 | 7.15 |